Below is H22O11 as an isolated structure in a non-equilibrium geometry, with properties calculated with wB97M-V/def2-TZVPD.

Summary:
Energy relative to the best compared isomer or geometry (same formula, charge and spin) ... 776.0 kJ/mol
Gap between HOMO and LUMO ... 0.362 hartree
Total charge ... 0
Multiplicity ... 1
E_tot ... -840.5846 Ha
HOMO energy ... -10.21 eV

Each line ends with the Löwdin charge.
Cartesian coordinates (Å):
O 3.315 0.776 -1.219  -0.0400
H 2.499 0.558 -1.784  0.0432
H 2.996 1.552 -0.884  -0.0028
O -0.487 0.602 -0.383  -0.1011
H -1.231 0.224 0.248  -0.1583
H 0.280 0.330 0.022  -0.0221
O 1.650 -0.521 1.107  -0.0920
H 2.327 0.186 1.333  0.1116
H 2.042 -1.016 0.390  -0.1813
O -1.396 -1.297 -2.192  0.0456
H -1.025 -1.340 -1.498  -0.2462
H -0.530 -1.248 -2.627  0.0702
O 0.964 0.969 -2.508  -0.0290
H 0.340 1.047 -3.154  0.0082
H 0.332 0.684 -1.799  0.0152
O -0.439 -2.021 -0.227  0.0262
H -0.705 -1.622 0.520  -0.0276
H -0.580 -2.970 -0.133  0.1153
O -0.762 3.079 -0.463  -0.0125
H -0.837 3.291 -1.379  0.0186
H -0.692 2.190 -0.453  -0.1175
O 2.878 -1.648 -0.210  0.0972
H 2.661 -1.061 -0.891  0.0326
H 3.787 -1.544 -0.158  0.0755
O -2.106 -0.168 0.771  0.1189
H -2.084 -0.340 1.721  0.1429
H -2.498 -0.985 0.284  0.1964
O -3.955 1.556 1.797  -0.0075
H -3.599 0.910 1.316  -0.0961
H -4.773 1.944 1.410  0.0761
O 0.506 -0.386 3.802  -0.1189
H 0.687 -0.675 2.789  0.0689
H 0.428 -1.062 4.446  -0.0097

***

Below is a 11-piece molecular cluster, H22O11 overall, with properties calculated with wB97M-V/def2-TZVPD.

Summary:
Energy relative to the best compared isomer or geometry (same formula, charge and spin) ... 116.4 kJ/mol
SMILES ... O.O.O.O.O.O.O.O.O.O.O
Gap between HOMO and LUMO ... 0.384 hartree
Total charge ... 0
Multiplicity ... 1
E_tot ... -840.8358 Ha
HOMO energy ... -10.60 eV

Each line ends with the Löwdin charge.
Cartesian coordinates (Å):
O 9.058 18.216 -12.477  -0.0374
H 8.341 18.548 -11.926  0.0628
H 9.256 17.334 -12.129  0.0733
O 13.506 15.234 -11.309  -0.0565
H 13.611 15.896 -12.000  -0.0024
H 14.294 15.337 -10.768  0.0344
O 10.110 14.144 -14.297  -0.0725
H 10.863 14.756 -14.284  -0.0037
H 9.542 14.467 -15.003  0.0204
O 6.994 16.959 -14.851  -0.0593
H 6.781 17.575 -14.146  0.0183
H 7.853 17.252 -15.181  -0.0138
O 11.940 16.992 -17.752  -0.0391
H 12.144 16.109 -17.419  0.0716
H 11.770 16.868 -18.694  0.0754
O 14.936 17.033 -15.248  -0.0656
H 14.423 17.329 -14.480  -0.0151
H 14.320 16.495 -15.754  0.0154
O 11.862 18.759 -12.401  -0.0573
H 11.841 19.711 -12.259  0.0738
H 10.926 18.483 -12.356  0.0178
O 9.455 17.429 -16.460  -0.0633
H 10.179 17.208 -17.078  0.0156
H 9.008 18.191 -16.844  0.0696
O 14.519 17.922 -12.527  -0.0639
H 13.612 18.201 -12.297  0.0053
H 14.987 18.727 -12.768  0.0577
O 11.425 16.682 -14.506  -0.0516
H 10.819 17.049 -15.170  0.0059
H 11.660 17.420 -13.930  0.0072
O 11.949 19.733 -16.521  -0.0584
H 12.211 19.128 -17.225  0.0074
H 12.601 19.584 -15.830  0.0281

***

Below is a 11-piece molecular cluster, H22O11 overall in a non-equilibrium geometry, with properties calculated with wB97M-V/def2-TZVPD.

Summary:
Energy relative to the best compared isomer or geometry (same formula, charge and spin) ... 137.4 kJ/mol
Gap between HOMO and LUMO (alpha / beta) ... 0.412 / 0.122 hartree
Total charge ... +1
Multiplicity ... 2
E_tot ... -840.4213 Ha
HOMO energy (alpha / beta) ... -14.56 / -14.46 eV

Each line ends with the Löwdin charge.
Cartesian coordinates (Å):
O -1.082 -2.029 -1.049  -0.0393
H -1.980 -1.710 -1.139  0.0859
H -1.177 -2.960 -0.848  0.0881
O -0.107 2.478 0.571  -0.0427
H -0.497 3.337 0.735  0.0912
H 0.100 2.482 -0.364  0.0279
O 0.528 -0.110 0.334  0.1683
H -0.366 -0.445 0.262  0.0456
H 0.421 0.823 0.516  0.0255
O -3.286 1.455 -0.018  -0.0323
H -2.837 1.099 0.749  -0.0066
H -3.727 0.701 -0.410  0.0341
O 0.436 1.899 -2.225  0.0253
H 0.497 0.944 -2.257  0.0096
H 1.160 2.205 -2.772  0.0815
O -0.048 -0.832 -3.361  -0.0327
H -0.427 -1.167 -2.548  -0.0262
H -0.248 -1.503 -4.013  0.0613
O 1.263 -3.199 -1.934  -0.0321
H 0.651 -2.705 -1.389  -0.0306
H 1.459 -3.984 -1.423  0.0478
O 3.523 0.326 -1.054  0.0769
H 2.748 -0.224 -0.942  0.0274
H 4.161 -0.029 -0.435  0.0694
O -0.979 2.165 3.201  -0.0191
H -0.675 2.343 2.311  -0.0069
H -1.523 2.920 3.425  0.0778
O 2.084 -1.435 2.771  0.0005
H 2.685 -0.703 2.905  0.0510
H 1.523 -1.156 2.046  -0.0123
O -1.751 -0.337 2.568  0.1023
H -1.308 0.429 2.933  0.0084
H -1.221 -1.080 2.855  0.0750

***

> Which of these has the lowest E_tot?

number 2

***

> What is the energy relative to the best compared isomer or geometry (same formula, charge and spin) in the first record?

776.0 kJ/mol

***

> Which of these has the highest total charge?

number 3